{
  "formula": "C30H38N3ORhS2Si",
  "method": "ωB97M-V/def2-TZVPD",
  "de_lowest_ev": 0.000,
  "energy_ev": -70788.0211,
  "total_charge": 2,
  "gap_ev": 7.23,
  "elements": ["Rh", "C", "Si", "C", "N", "C", "C", "C", "C", "C", "C", "C", "C", "C", "C", "C", "C", "C", "C", "C", "C", "C", "H", "H", "H", "H", "H", "H", "H", "H", "H", "H", "H", "H", "H", "H", "H", "H", "H", "H", "H", "H", "H", "H", "H", "H", "N", "C", "N", "C", "C", "C", "C", "C", "C", "S", "H", "H", "H", "H", "H", "H", "O", "S", "C", "C", "C", "C", "H", "H", "H", "H", "H", "H", "H", "H"],
  "xyz": [[0.548, 0.329, -0.156], [-0.467, -1.395, -0.213], [-1.463, -1.242, 1.416], [-1.406, 0.674, 1.598], [-1.180, 1.338, 0.281], [-2.359, 1.148, -0.645], [-2.638, 2.386, -1.479], [-3.055, 3.542, -0.571], [-2.129, 3.634, 0.659], [-0.877, 2.795, 0.457], [-0.543, -1.991, 2.830], [-1.165, -2.839, 3.747], [-0.450, -3.365, 4.816], [0.890, -3.047, 4.979], [1.526, -2.206, 4.073], [0.810, -1.688, 3.006], [-3.192, -1.847, 1.160], [-3.450, -2.941, 0.329], [-4.740, -3.424, 0.172], [-5.792, -2.822, 0.849], [-5.554, -1.740, 1.686], [-4.263, -1.257, 1.838], [-1.186, -1.486, -1.028], [0.262, -2.206, -0.261], [-0.571, 0.954, 2.254], [-2.305, 1.068, 2.082], [-3.234, 0.921, -0.029], [-2.173, 0.283, -1.275], [-3.432, 2.148, -2.187], [-1.760, 2.643, -2.079], [-4.082, 3.373, -0.244], [-3.060, 4.478, -1.128], [-2.646, 3.321, 1.568], [-1.810, 4.661, 0.837], [-0.195, 2.881, 1.305], [-0.344, 3.135, -0.431], [-2.212, -3.094, 3.627], [-0.940, -4.021, 5.522], [1.443, -3.455, 5.814], [2.571, -1.959, 4.204], [1.331, -1.042, 2.297], [-2.639, -3.435, -0.196], [-4.927, -4.274, -0.472], [-6.798, -3.200, 0.730], [-6.372, -1.277, 2.220], [-4.097, -0.417, 2.506], [-0.540, -0.392, -3.376], [0.250, 0.671, -3.176], [0.773, 1.001, -2.014], [1.589, 2.142, -2.110], [2.335, 2.696, -1.074], [3.074, 3.836, -1.338], [3.079, 4.410, -2.610], [2.353, 3.850, -3.648], [1.612, 2.708, -3.379], [0.640, 1.752, -4.472], [-0.528, -1.136, -2.699], [-0.837, -0.625, -4.310], [2.362, 2.246, -0.085], [3.662, 4.284, -0.548], [3.666, 5.299, -2.792], [2.370, 4.288, -4.637], [2.381, -0.629, -0.171], [2.952, -1.389, -1.395], [3.953, -2.696, -0.620], [5.428, -2.335, -0.818], [5.503, -0.814, -0.917], [4.398, -0.431, -1.892], [3.663, -3.657, -1.042], [3.643, -2.655, 0.425], [5.802, -2.787, -1.738], [6.021, -2.728, 0.005], [6.472, -0.473, -1.277], [5.323, -0.351, 0.055], [4.628, -0.745, -2.913], [4.097, 0.617, -1.901]],
  "forces_ev_per_a": [[0.00, -0.06, 0.15], [0.06, 0.00, -0.03], [-0.01, 0.05, -0.05], [0.05, -0.02, -0.01], [-0.08, 0.00, -0.11], [0.01, 0.05, 0.07], [0.00, -0.03, -0.01], [-0.02, 0.00, 0.02], [0.00, 0.03, -0.02], [0.07, -0.02, 0.03], [0.03, 0.00, 0.01], [-0.01, 0.00, -0.01], [0.01, 0.00, 0.00], [0.00, 0.00, 0.00], [0.00, -0.01, 0.01], [0.00, 0.01, -0.01], [0.00, 0.02, 0.01], [0.00, -0.01, -0.01], [0.00, 0.00, 0.00], [0.00, 0.01, 0.01], [0.00, -0.01, -0.01], [0.00, 0.00, 0.01], [-0.03, -0.04, 0.02], [-0.01, 0.00, -0.03], [0.00, -0.01, 0.01], [-0.01, 0.00, 0.00], [0.00, 0.00, 0.00], [-0.01, -0.02, 0.01], [0.00, -0.01, 0.01], [0.00, 0.00, 0.00], [0.00, 0.03, 0.00], [0.04, 0.00, -0.01], [0.01, -0.03, 0.00], [-0.02, 0.00, 0.02], [-0.01, 0.01, 0.00], [0.01, 0.00, -0.02], [0.00, 0.00, 0.00], [0.00, 0.00, 0.00], [0.00, 0.00, 0.00], [0.00, 0.00, 0.00], [0.00, 0.00, 0.00], [0.00, 0.00, 0.01], [0.00, 0.00, 0.00], [0.00, 0.00, 0.00], [0.00, 0.00, 0.00], [0.00, 0.00, 0.00], [0.01, 0.00, -0.02], [-0.04, 0.02, 0.00], [0.05, -0.07, 0.02], [0.01, 0.00, 0.01], [-0.02, 0.01, 0.01], [0.00, 0.01, -0.01], [0.01, 0.00, 0.00], [0.00, 0.00, 0.00], [-0.01, -0.01, 0.01], [-0.01, 0.00, -0.01], [0.01, 0.01, -0.01], [0.01, 0.01, 0.00], [-0.01, 0.00, 0.00], [0.00, 0.00, 0.00], [0.00, 0.00, 0.00], [0.00, 0.00, 0.00], [-0.08, 0.08, 0.00], [0.01, -0.02, -0.02], [0.01, 0.01, 0.00], [0.00, -0.01, 0.01], [0.00, 0.00, 0.00], [-0.02, 0.01, -0.03], [0.00, 0.00, 0.00], [-0.01, -0.01, 0.01], [0.00, 0.00, 0.00], [0.00, 0.00, 0.00], [0.00, 0.00, 0.00], [0.00, 0.00, 0.00], [0.00, -0.01, 0.00], [0.03, -0.01, 0.01]],
  "mulliken_charge": [0.159, -1.150, -0.084, -0.978, 0.601, -0.525, -0.832, -0.733, -0.814, -0.681, 0.827, -0.478, -0.713, -0.501, -0.891, -0.220, 0.548, -0.177, -0.816, -0.471, -0.797, -0.165, 0.553, 0.739, 0.505, 0.610, 0.330, 0.250, 0.520, 0.158, 0.358, 0.391, 0.312, 0.442, 0.440, 0.193, 0.383, 0.425, 0.414, 0.460, 0.185, 0.409, 0.436, 0.423, 0.436, 0.351, -0.199, -0.187, 1.540, -1.142, 0.151, -1.009, -0.781, -0.471, 0.696, -0.211, 0.150, 0.250, 0.575, 0.495, 0.456, 0.475, -0.559, 0.605, -0.546, -0.633, -0.600, -0.457, 0.475, 0.143, 0.309, 0.358, 0.459, 0.237, 0.536, 0.051]
}


{
  "formula": "C30H38N4O4PdS",
  "method": "ωB97M-V/def2-TZVPD",
  "multiplicity": 3,
  "de_lowest_ev": 1.517,
  "s2": 2.0092,
  "energy_ev": -60191.5874,
  "total_charge": 0,
  "gap_ev": [7.95, 5.78],
  "elements": ["Pd", "C", "C", "C", "C", "C", "C", "C", "C", "N", "C", "O", "C", "C", "C", "C", "C", "N", "C", "O", "N", "C", "C", "C", "C", "C", "C", "C", "C", "H", "H", "H", "H", "H", "H", "H", "H", "H", "H", "H", "H", "H", "H", "H", "H", "H", "H", "H", "H", "H", "C", "N", "C", "C", "O", "H", "H", "H", "H", "H", "H", "H", "C", "C", "S", "O", "C", "C", "H", "H", "H", "H", "H", "H", "H", "H", "H", "H"],
  "xyz": [[0.303, -0.028, 0.060], [1.198, -3.406, -2.431], [1.345, -2.176, -3.278], [1.158, -2.235, -4.651], [1.255, -1.101, -5.439], [1.507, 0.124, -4.843], [1.704, 0.221, -3.475], [1.954, 1.555, -2.836], [1.666, -0.943, -2.678], [1.901, -0.881, -1.302], [2.832, -1.653, -0.717], [3.775, -2.212, -1.270], [2.648, -1.805, 0.774], [3.578, -2.424, 1.592], [3.315, -2.480, 2.956], [2.136, -1.942, 3.455], [1.231, -1.388, 2.562], [1.514, -1.339, 1.271], [-0.126, -0.887, 2.993], [-0.381, -0.831, 4.194], [-0.931, -0.566, 1.967], [-2.291, -0.301, 2.148], [-3.179, -1.240, 2.720], [-2.703, -2.588, 3.171], [-4.524, -0.907, 2.842], [-5.020, 0.303, 2.391], [-4.160, 1.202, 1.780], [-2.812, 0.912, 1.650], [-1.880, 1.888, 0.999], [0.626, -4.172, -2.954], [0.693, -3.161, -1.494], [2.179, -3.815, -2.181], [0.934, -3.192, -5.108], [1.127, -1.171, -6.512], [1.561, 1.019, -5.452], [2.036, 2.341, -3.588], [2.869, 1.530, -2.241], [1.123, 1.793, -2.168], [4.473, -2.837, 1.149], [4.021, -2.951, 3.628], [1.882, -1.943, 4.506], [-2.045, -3.038, 2.423], [-3.545, -3.255, 3.354], [-2.125, -2.488, 4.089], [-5.199, -1.621, 3.300], [-6.071, 0.541, 2.501], [-4.544, 2.147, 1.408], [-2.425, 2.688, 0.496], [-1.277, 1.349, 0.255], [-1.197, 2.312, 1.737], [-4.788, -0.663, -1.486], [-3.476, -0.131, -1.796], [-3.404, 1.251, -2.230], [-2.362, -0.827, -1.552], [-1.217, -0.394, -1.690], [-5.495, -0.360, -2.257], [-5.139, -0.291, -0.520], [-4.751, -1.751, -1.451], [-3.869, 1.367, -3.211], [-2.360, 1.541, -2.298], [-3.924, 1.895, -1.517], [-2.556, -1.847, -1.194], [4.410, 1.120, 1.354], [3.639, 2.364, 0.943], [1.875, 1.925, 0.730], [1.375, 1.679, 2.103], [1.267, 3.604, 0.247], [1.269, 4.544, 1.440], [5.454, 1.368, 1.544], [4.371, 0.357, 0.575], [3.984, 0.703, 2.269], [3.994, 2.777, -0.003], [3.661, 3.122, 1.725], [0.256, 3.433, -0.123], [1.892, 3.939, -0.582], [1.018, 3.981, 2.341], [0.528, 5.331, 1.308], [2.241, 5.015, 1.582]],
  "forces_ev_per_a": [[0.93, -1.63, -0.03], [0.07, -0.01, -0.10], [0.05, 0.16, 0.23], [-0.03, -0.06, -0.05], [-0.02, 0.01, -0.05], [-0.05, -0.04, -0.06], [0.09, -0.27, 0.39], [0.02, -0.14, -0.01], [0.17, -0.08, -0.75], [-0.76, 0.57, 0.56], [-0.02, 0.14, -0.39], [0.05, -0.06, 0.16], [0.17, -0.12, -0.05], [-0.02, -0.04, 0.06], [-0.08, 0.03, -0.09], [-0.05, -0.01, 0.00], [0.04, -0.12, 0.22], [-0.03, 0.54, -0.10], [-0.49, 0.32, 0.28], [0.05, -0.19, -0.13], [0.35, -0.03, -0.90], [-0.36, 0.08, 0.14], [0.16, 0.14, -0.17], [0.10, 0.10, 0.05], [-0.02, -0.02, 0.00], [-0.08, 0.04, -0.03], [-0.11, -0.02, -0.04], [0.15, -0.17, 0.06], [-0.09, 0.03, 0.25], [-0.02, 0.00, 0.00], [-0.02, -0.07, 0.01], [-0.05, -0.03, 0.03], [-0.01, 0.00, 0.01], [-0.03, 0.01, 0.01], [0.01, 0.01, 0.02], [0.00, 0.00, 0.03], [0.00, 0.05, 0.05], [-0.01, 0.14, 0.07], [0.00, 0.03, -0.02], [0.03, 0.03, 0.00], [-0.01, -0.05, -0.01], [0.00, -0.01, 0.02], [0.01, 0.00, -0.03], [0.06, -0.05, 0.05], [0.02, -0.02, -0.01], [0.00, -0.01, 0.01], [0.04, 0.01, 0.00], [0.03, 0.00, -0.02], [-0.16, 0.44, -0.18], [0.09, 0.00, -0.09], [-0.09, -0.05, 0.10], [0.21, 0.05, -0.07], [0.02, 0.01, 0.00], [-0.30, 0.09, 0.22], [-0.04, 0.09, 0.05], [0.02, -0.05, -0.06], [0.04, 0.01, -0.02], [0.01, 0.01, 0.01], [-0.03, -0.04, 0.02], [0.00, 0.03, 0.01], [0.02, -0.02, 0.03], [0.04, 0.00, -0.03], [-0.10, -0.02, 0.02], [-0.13, -0.53, -0.43], [0.04, 1.01, 0.37], [0.05, 0.08, 0.48], [0.08, -0.41, -0.01], [0.06, -0.07, 0.04], [0.00, 0.00, 0.00], [0.07, 0.04, 0.00], [0.03, -0.01, -0.01], [0.00, 0.02, 0.02], [-0.15, 0.08, -0.02], [0.02, -0.03, -0.03], [-0.05, -0.01, -0.05], [-0.03, 0.08, 0.02], [0.00, 0.01, -0.04], [0.01, 0.00, 0.02]],
  "mulliken_spin": [1.324, -0.001, 0.024, -0.018, 0.031, -0.023, 0.015, -0.002, 0.011, 0.212, 0.007, 0.011, 0.015, 0.008, -0.005, 0.010, 0.007, 0.117, 0.003, 0.015, 0.086, 0.002, 0.023, 0.001, -0.004, 0.008, -0.005, 0.000, -0.023, 0.001, -0.001, 0.002, 0.000, 0.002, 0.000, 0.000, 0.002, 0.006, 0.001, -0.001, 0.002, 0.000, 0.000, 0.000, 0.000, 0.000, 0.000, 0.001, 0.027, 0.001, -0.001, 0.007, -0.001, 0.011, -0.009, 0.000, 0.001, 0.000, 0.000, 0.001, 0.001, 0.006, -0.004, 0.030, 0.043, -0.003, 0.012, 0.002, 0.001, 0.001, 0.000, 0.000, 0.007, 0.002, 0.000, 0.000, 0.001, 0.000]
}


{
  "formula": "C30H38NO11Si",
  "method": "ωB97M-V/def2-TZVPD",
  "de_lowest_ev": 0.000,
  "energy_ev": -63615.7328,
  "total_charge": -1,
  "gap_ev": 5.03,
  "elements": ["C", "C", "O", "C", "C", "O", "C", "N", "C", "C", "C", "O", "Si", "C", "C", "C", "C", "O", "O", "H", "H", "H", "H", "H", "H", "H", "H", "H", "H", "H", "H", "H", "H", "H", "H", "H", "H", "H", "H", "H", "H", "H", "H", "H", "H", "C", "C", "C", "O", "C", "C", "C", "O", "H", "H", "H", "H", "C", "C", "C", "O", "C", "C", "C", "O", "H", "H", "H", "H", "C", "C", "C", "O", "C", "C", "C", "O", "H", "H", "H", "H"],
  "xyz": [[1.405, -3.676, -5.405], [1.937, -4.647, -4.368], [0.905, -4.917, -3.446], [1.320, -5.752, -2.383], [0.299, -5.691, -1.254], [0.744, -4.912, -0.169], [0.526, -3.502, -0.328], [0.055, -2.998, 0.947], [-0.296, -1.549, 0.947], [0.341, -0.898, 2.193], [0.362, 0.624, 2.204], [1.665, 1.150, 1.934], [2.041, 2.587, 2.637], [2.269, 2.411, 4.490], [0.703, 3.857, 2.294], [3.613, 3.233, 1.866], [0.109, -0.803, -0.348], [1.314, -0.691, -0.587], [-0.852, -0.386, -1.025], [0.785, -2.931, -4.909], [0.792, -4.206, -6.134], [2.211, -3.169, -5.932], [2.256, -5.584, -4.844], [2.802, -4.213, -3.855], [2.292, -5.435, -1.992], [1.442, -6.785, -2.740], [0.158, -6.700, -0.858], [-0.658, -5.340, -1.646], [-0.188, -3.339, -1.145], [1.470, -3.028, -0.582], [-0.801, -3.508, 1.133], [-1.380, -1.441, 1.025], [-0.206, -1.275, 3.062], [1.359, -1.280, 2.253], [0.065, 0.948, 3.210], [-0.373, 1.045, 1.513], [2.516, 3.360, 4.965], [3.057, 1.691, 4.719], [1.353, 2.025, 4.946], [0.813, 4.744, 2.921], [-0.301, 3.456, 2.441], [0.768, 4.183, 1.254], [4.504, 2.767, 2.287], [3.581, 3.016, 0.800], [3.666, 4.317, 1.977], [-3.411, -2.195, 6.247], [-2.610, -1.134, 6.219], [-2.498, -0.287, 5.004], [-1.768, 0.677, 4.972], [-3.308, -0.675, 3.820], [-4.107, -1.738, 3.849], [-4.225, -2.579, 5.066], [-4.958, -3.545, 5.099], [-3.510, -2.827, 7.121], [-2.007, -0.835, 7.067], [-3.201, -0.049, 2.943], [-4.703, -2.041, 2.998], [3.665, 7.059, -3.331], [2.996, 6.556, -2.298], [3.352, 5.233, -1.719], [2.748, 4.772, -0.780], [4.483, 4.496, -2.342], [5.150, 5.001, -3.375], [4.796, 6.322, -3.951], [5.407, 6.786, -4.891], [3.424, 8.019, -3.770], [2.169, 7.074, -1.830], [4.720, 3.534, -1.906], [5.975, 4.482, -3.845], [-5.748, -0.922, -3.113], [-6.076, 0.345, -3.342], [-5.273, 1.462, -2.780], [-5.589, 2.616, -2.995], [-4.094, 1.110, -1.960], [-3.756, -0.158, -1.724], [-4.560, -1.274, -2.285], [-4.281, -2.435, -2.081], [-6.318, -1.753, -3.509], [-6.935, 0.626, -3.941], [-3.519, 1.938, -1.565], [-2.873, -0.422, -1.138]],
  "forces_ev_per_a": [[-0.13, -0.20, 0.02], [-0.09, 0.13, -0.12], [0.12, 0.07, 0.11], [-0.16, -0.09, -0.17], [0.44, -0.26, 0.23], [-0.53, 0.16, 0.00], [0.38, -0.26, 0.08], [-0.35, 0.11, -0.19], [0.32, 0.09, 0.53], [0.02, -0.36, -0.60], [0.02, -0.07, 0.64], [-0.17, -0.01, 0.04], [0.13, 0.48, -0.13], [-0.17, -0.31, -0.01], [-0.08, -0.01, -0.09], [-0.04, -0.32, -0.02], [0.02, -0.17, 0.18], [0.66, -0.03, -0.02], [-0.82, 0.40, -0.46], [0.04, 0.08, 0.02], [-0.08, 0.07, -0.04], [0.07, -0.02, -0.02], [0.13, -0.03, -0.01], [0.01, -0.02, 0.13], [0.03, 0.10, 0.05], [-0.06, -0.01, -0.11], [-0.03, 0.01, 0.05], [-0.05, 0.07, -0.07], [-0.01, -0.02, -0.09], [-0.06, 0.18, -0.02], [0.06, -0.08, 0.13], [-0.10, -0.09, -0.05], [0.08, 0.01, 0.14], [0.08, 0.13, 0.07], [-0.11, 0.06, -0.04], [0.09, -0.02, -0.24], [0.00, 0.08, 0.00], [0.09, 0.02, -0.03], [-0.04, 0.08, 0.07], [0.02, 0.00, 0.07], [-0.04, -0.01, 0.11], [0.04, -0.03, -0.05], [0.06, 0.05, 0.04], [0.02, 0.00, -0.06], [0.09, 0.04, 0.08], [0.02, 0.02, 0.01], [-0.02, -0.01, 0.02], [0.02, -0.09, -0.15], [0.01, 0.12, 0.13], [-0.01, -0.01, -0.01], [0.00, 0.01, 0.00], [0.01, 0.01, -0.04], [-0.02, 0.00, 0.03], [-0.01, -0.02, -0.02], [0.02, 0.02, -0.02], [0.04, 0.00, 0.00], [0.01, -0.03, 0.00], [-0.02, 0.00, 0.03], [0.01, 0.03, -0.02], [0.03, -0.06, -0.04], [-0.10, 0.12, 0.00], [0.03, -0.01, -0.03], [-0.01, 0.00, 0.02], [0.01, -0.03, 0.00], [0.01, 0.02, -0.01], [0.02, 0.00, -0.02], [-0.01, -0.03, 0.02], [-0.04, -0.01, 0.02], [0.00, 0.02, -0.02], [-0.01, 0.00, -0.04], [-0.02, -0.03, -0.01], [0.07, 0.01, 0.04], [-0.04, 0.02, -0.02], [-0.08, -0.01, -0.02], [0.05, -0.12, 0.15], [0.00, 0.13, 0.00], [-0.05, -0.07, 0.03], [0.02, -0.02, 0.01], [0.01, 0.03, 0.00], [0.03, 0.00, -0.02], [0.11, 0.01, -0.16]],
  "mulliken_charge": [-1.156, -0.228, -0.273, -0.526, -0.576, -0.472, -0.597, -0.428, 1.265, -1.333, -0.069, -0.273, 0.542, -1.033, -1.139, -0.962, 0.319, -0.740, -0.814, 0.305, 0.282, 0.362, 0.268, 0.318, 0.373, 0.401, 0.320, 0.396, 0.411, 0.327, 0.309, -0.202, 0.156, 0.338, 0.072, 0.338, 0.355, 0.297, 0.233, 0.428, 0.356, 0.271, 0.395, 0.100, 0.283, -0.412, -0.386, 0.409, -0.545, -0.187, -0.368, 0.361, -0.569, 0.391, 0.423, 0.416, 0.431, -0.359, -0.352, 0.254, -0.336, -0.228, -0.407, 0.370, -0.569, 0.386, 0.418, 0.440, 0.397, -0.421, -0.386, 0.284, -0.581, -0.370, -0.173, 0.272, -0.551, 0.404, 0.396, 0.453, 0.700]
}